No. 1
Here is a structure of composition C29H26Br2MoN4O from the OMol25 dataset. Energies are from ωB97M-V with the def2-TZVPD basis set.

Last column: Löwdin spin population.
Geometry (Å):
Mo 0.1833 -0.1896 -0.4267  1.758
Br 7.4510 -1.9167 -1.3895  0.002
C 5.5703 -1.7403 -1.3538  0.009
C 4.7909 -2.3187 -2.3660  0.008
C 3.4220 -2.1938 -2.3465  0.008
C 2.7690 -1.4722 -1.3342  0.006
O 1.4595 -1.3444 -1.3584  0.072
C 3.5622 -0.9021 -0.3030  0.012
C 2.9895 -0.2309 0.8023  0.030
N 1.7341 0.1090 0.9478  0.003
C 1.3226 0.6673 2.1791  0.003
C 1.8925 0.4443 3.4090  0.004
C 1.4449 1.1597 4.5334  0.000
C 0.4693 2.1109 4.4182  0.003
C -0.1457 2.3503 3.1687  0.001
C -1.1026 3.3579 2.9367  0.006
C -1.5923 3.5283 1.6682  0.001
C -1.2074 2.6456 0.6554  0.005
N -0.3456 1.6590 0.8338  0.003
C 0.2409 1.5629 2.0627  0.009
C 4.9665 -1.0591 -0.3339  0.008
H 5.2737 -2.8685 -3.1627  0.000
H 2.8158 -2.6582 -3.1142  0.000
H 3.6715 0.0306 1.6083  0.000
H 2.6836 -0.2861 3.5245  0.000
H 1.8991 0.9594 5.4940  0.000
H 0.1603 2.6918 5.2776  0.000
H -1.4264 3.9947 3.7503  0.000
H -2.2983 4.3135 1.4393  0.000
H -1.6655 2.7375 -0.3194  0.000
H 5.5708 -0.6290 0.4556  0.000
N 0.8485 1.4756 -1.7789  0.007
C 1.2205 1.1527 -3.1855  0.003
C 0.0423 0.6012 -3.9787  0.000
C -0.2311 -0.8744 -3.7197  0.000
N -0.8406 -1.1079 -2.3882  -0.003
H 0.1625 2.2258 -1.8110  0.003
H 1.6660 1.8840 -1.3276  0.004
H 2.0282 0.4222 -3.1706  0.000
H 1.5952 2.0549 -3.6707  -0.001
H 0.2620 0.7254 -5.0389  0.000
H -0.8598 1.1892 -3.7746  0.000
H 0.7043 -1.4288 -3.7731  0.000
H -0.8899 -1.2607 -4.4987  -0.001
H -0.7951 -2.1070 -2.1991  0.003
H -1.8275 -0.8837 -2.4361  0.001
Br -0.1854 -2.3281 1.2487  0.006
C -2.0688 -2.0793 1.5544  -0.004
C -2.7154 -2.9000 2.4242  0.008
C -4.1031 -2.7315 2.5940  -0.004
C -4.7680 -1.7764 1.8800  0.006
C -4.0907 -0.9396 0.9607  -0.002
C -4.7880 0.0074 0.1805  0.020
C -4.1223 0.7575 -0.7472  0.001
C -2.7312 0.6175 -0.8956  0.025
C -1.9733 -0.2467 -0.1319  -0.029
C -2.6808 -1.0689 0.7884  -0.001
H -2.1832 -3.6680 2.9692  0.000
H -4.6308 -3.3769 3.2821  0.000
H -5.8364 -1.6506 2.0015  0.000
H -5.8565 0.1153 0.3172  0.001
H -4.6601 1.4579 -1.3731  -0.001
H -2.2510 1.2288 -1.6579  0.003

Total charge: +2
Orbital gap (alpha / beta): 6.9 / 6.5 eV
ΔE to the lowest compared entry with this formula, charge and spin: 17.5 kJ/mol
Multiplicity: 3
Electronic energy: -6630.75735 Eh

No. 2
Here is a structure of composition C29H26Cl2F5FeN4O2Te from the OMol25 dataset. Energies are from ωB97M-V with the def2-TZVPD basis set.

Last column: Löwdin spin population.
Geometry (Å):
Fe 0.0257 -0.0447 0.4437  3.762
C 1.3603 1.0813 -2.4149  0.001
C 2.7360 1.0976 -1.7641  0.000
C 3.0436 -0.0970 -0.8892  0.004
C 4.3622 -0.4027 -0.5786  0.000
C 4.6428 -1.5646 0.1172  0.002
C 3.6008 -2.4086 0.4586  0.000
C 2.3157 -2.0206 0.1361  0.007
N 2.0300 -0.8749 -0.4958  0.021
N 0.2463 1.4455 -1.5278  0.029
C -1.0074 1.3597 -2.2781  0.002
C -2.1797 1.3591 -1.3370  0.001
C -3.4521 1.6855 -1.7810  0.001
C -4.5000 1.6528 -0.8831  -0.001
C -4.2402 1.3237 0.4376  0.001
C -2.9438 1.0183 0.8027  0.001
N -1.9264 1.0283 -0.0685  0.024
C 0.3745 2.8174 -1.0288  0.001
C 1.1568 2.9441 0.2495  0.001
C 1.6571 4.1820 0.6359  0.001
C 2.3846 4.2729 1.8065  -0.001
C 2.6148 3.1180 2.5383  0.001
C 2.0829 1.9290 2.0791  0.002
N 1.3408 1.8415 0.9684  0.025
H 1.3718 1.7651 -3.2768  0.001
H 1.1529 0.0784 -2.7888  0.000
H 3.4720 1.1056 -2.5715  0.000
H 2.9085 2.0215 -1.2076  0.000
H 5.1556 0.2564 -0.9070  0.000
H 5.6643 -1.8182 0.3699  0.000
H 3.7688 -3.3390 0.9811  0.000
H 1.4720 -2.6455 0.3973  0.004
H -1.1016 2.1913 -2.9923  0.001
H -1.0173 0.4389 -2.8543  0.000
H -3.6090 1.9482 -2.8188  0.000
H -5.5058 1.8874 -1.2066  0.000
H -5.0297 1.2941 1.1754  0.000
H -2.6846 0.7509 1.8163  0.000
H 0.8258 3.4623 -1.7956  0.000
H -0.6236 3.2149 -0.8382  0.000
H 1.4804 5.0521 0.0166  0.000
H 2.7794 5.2257 2.1345  0.000
H 3.1958 3.1294 3.4494  0.000
H 2.2630 1.0015 2.6046  0.000
F -0.4891 -1.3800 -1.5339  0.027
C -1.5588 -2.3333 -1.5427  0.273
F -2.7058 -1.5635 -1.5301  0.024
C -1.4868 -2.8905 -2.9535  0.036
F -2.4997 -3.7307 -3.1815  0.002
F -1.5508 -1.9327 -3.9222  0.017
F -0.3361 -3.5482 -3.1553  0.000
Te -1.2801 -2.7972 1.0620  0.513
C -3.3154 -3.2983 1.1599  0.039
C -4.3121 -2.3319 1.2676  0.020
C -5.6453 -2.7015 1.3709  -0.003
C -6.0001 -4.0435 1.3644  0.021
C -5.0129 -5.0122 1.2531  -0.002
C -3.6786 -4.6435 1.1512  0.021
H -4.0409 -1.2859 1.2657  0.001
H -6.4101 -1.9388 1.4546  -0.001
H -7.0400 -4.3331 1.4449  0.002
H -5.2807 -6.0613 1.2442  -0.001
H -2.9137 -5.4042 1.0635  0.001
Cl 1.7207 0.1576 5.2337  0.001
C 0.2247 -0.5257 4.5453  0.003
Cl 0.0605 -2.2368 4.9464  0.018
C 0.2132 -0.3177 3.0331  0.017
O -0.6911 0.4143 2.5753  0.040
O 1.0818 -0.8575 2.3195  0.036
H -0.6064 0.0039 4.9943  0.000

Orbital gap (alpha / beta): 6.0 / 7.5 eV
ΔE to the lowest compared entry with this formula, charge and spin: 0.0 kJ/mol
Multiplicity: 6
Electronic energy: -4441.67257 Eh

No. 3
Here is a structure of composition C29H26F3GeIrN3O9S from the OMol25 dataset. Energies are from ωB97M-V with the def2-TZVPD basis set.

Last column: Löwdin spin population.
Geometry (Å):
Ir -0.3458 0.3483 0.1381  0.876
C 2.2131 0.4502 -3.9671  0.000
O 2.1776 -0.6841 -3.0736  0.000
C 1.4568 -0.5115 -1.9818  0.001
O 0.9106 0.5546 -1.6986  0.002
N 1.4012 -1.6408 -1.2396  0.006
N 0.7088 -1.6533 -0.0188  0.077
H 2.8283 0.1314 -4.8011  0.000
H 2.6548 1.3065 -3.4638  0.000
H 1.2049 0.6914 -4.2963  0.000
H 1.9519 -2.4382 -1.5134  0.002
H 1.3531 -1.6550 0.7881  0.001
H 0.0294 -2.4061 -0.0130  0.003
O 2.2830 -0.6780 2.1098  0.001
C 2.1571 0.5402 1.9428  0.005
O 1.3425 1.1389 1.1506  0.031
C 3.0578 1.4781 2.6977  0.002
C 4.1866 0.9719 3.3313  0.000
C 4.9995 1.8086 4.0760  0.000
C 4.6456 3.1430 4.1787  0.000
C 3.5237 3.6708 3.5650  0.000
C 2.7285 2.8240 2.8127  0.000
N 5.4972 4.0390 4.9853  0.000
O 5.1057 5.1750 5.1653  0.000
O 6.4615 3.5500 5.5393  0.000
H 4.4084 -0.0824 3.2440  0.000
H 5.8852 1.4484 4.5765  0.000
H 3.2836 4.7157 3.6883  0.000
H 1.8369 3.1948 2.3271  0.000
F -4.5815 -0.6517 -2.2365  0.001
C -4.0190 0.3461 -1.5541  0.000
F -4.7262 1.4537 -1.7549  0.000
F -4.0674 0.0439 -0.2492  -0.001
S -2.2705 0.5875 -2.0829  0.006
O -1.8100 1.6781 -1.2252  0.020
O -2.3172 0.8396 -3.4863  0.010
O -1.6152 -0.6655 -1.6421  0.048
C -1.2197 0.2321 1.7368  -0.082
Ge -2.3761 1.5798 2.5975  -0.004
C -3.9275 0.6814 3.3537  0.000
C -4.3875 -0.5257 2.8335  -0.001
C -5.5072 -1.1479 3.3687  0.000
C -6.1815 -0.5636 4.4310  0.000
C -5.7343 0.6410 4.9570  0.000
C -4.6126 1.2567 4.4224  0.000
C -2.8857 3.0456 1.4362  0.002
C -1.9194 3.8750 0.8712  0.002
C -2.2868 4.9373 0.0623  0.000
C -3.6302 5.1857 -0.1867  0.000
C -4.6019 4.3722 0.3759  0.000
C -4.2298 3.3072 1.1848  0.000
C -1.1464 2.2261 3.9825  -0.003
C -0.3656 1.3282 4.7135  -0.001
C 0.5254 1.7769 5.6768  0.000
C 0.6474 3.1367 5.9276  0.000
C -0.1239 4.0412 5.2128  0.000
C -1.0130 3.5878 4.2459  -0.001
H -0.8808 -0.5528 2.4326  -0.004
H -3.8793 -0.9856 1.9923  -0.001
H -5.8543 -2.0855 2.9539  0.000
H -7.0556 -1.0457 4.8493  0.000
H -6.2582 1.0985 5.7863  0.000
H -4.2655 2.1916 4.8497  0.000
H -0.8654 3.6838 1.0487  0.001
H -1.5261 5.5647 -0.3838  0.000
H -3.9184 6.0125 -0.8230  0.000
H -5.6495 4.5621 0.1808  0.000
H -4.9952 2.6696 1.6138  0.000
H -0.4467 0.2610 4.5381  0.000
H 1.1305 1.0660 6.2255  0.000
H 1.3449 3.4902 6.6766  0.000
H -0.0326 5.1028 5.4052  0.000
H -1.5986 4.3062 3.6830  0.000

Orbital gap (alpha / beta): 7.4 / 8.1 eV
ΔE to the lowest compared entry with this formula, charge and spin: 21.2 kJ/mol
Multiplicity: 2
Electronic energy: -4841.02751 Eh